[1]
Below is a structure of composition C18H36InN3 in a non-equilibrium geometry, with properties calculated with ωB97M-V/def2-TZVPD.

Structure (XYZ):
```
58
Properties=species:S:1:pos:R:3
C 1.7312 3.1112 -0.3692
H 1.9596 4.0923 0.0582
H 2.2153 3.0931 -1.3421
H 2.1599 2.3639 0.2786
C 0.2321 2.8653 -0.6153
H 0.1396 1.9299 -1.2064
H -0.3341 2.6827 0.3126
C -0.3700 4.0615 -1.3487
H -1.4663 4.0670 -1.4348
H -0.0786 5.0017 -0.8761
H 0.0103 4.1116 -2.3733
C -0.8787 -1.8542 -0.8123
C -1.2744 -0.8731 -1.7478
C -0.1079 -0.3695 -2.3967
C 1.0136 -1.0926 -1.9371
C 0.5617 -1.9888 -0.9045
C 1.3854 -3.0680 -0.2722
C 2.3865 -1.0132 -2.4767
C -0.0771 0.5730 -3.5503
C -2.6722 -0.5962 -2.1641
C -1.7679 -2.8153 -0.1074
In 0.7169 -0.4044 0.9738
H 3.1051 -1.4044 -1.7449
H 2.4682 -1.6091 -3.4031
H 2.6508 0.0303 -2.7081
H 2.4322 -2.7294 -0.1629
H 0.9947 -3.3159 0.7300
H 1.3963 -4.0016 -0.8660
H -2.7905 -2.4141 -0.0326
H -1.8094 -3.7623 -0.6836
H -1.4069 -3.0450 0.9096
H -2.7692 0.3990 -2.6291
H -2.9523 -1.3511 -2.9215
H -3.3795 -0.6699 -1.3246
H 0.6332 1.4043 -3.3813
H 0.2505 0.0371 -4.4645
H -1.0709 1.0023 -3.7394
C -3.3803 0.0543 3.4224
N -2.2066 -0.1376 4.2626
C -2.4485 -0.5231 5.6385
C -1.0183 -0.3114 3.6151
N -1.0615 -0.3498 2.2901
N 0.1404 -0.4734 4.3037
C 0.3304 -0.0857 5.6933
C 1.3838 -0.9238 3.6635
H -4.2540 0.1250 4.0781
H -3.5187 -0.7774 2.7208
H -3.2748 0.9760 2.8416
H -1.7515 -1.2917 6.0037
H -2.3755 0.3426 6.3194
H -3.4639 -0.9360 5.7134
H -1.9751 -0.0419 1.9096
H 0.1388 -0.9452 6.3712
H 1.3869 0.2143 5.8121
H -0.2910 0.7930 5.9732
H 1.1584 -1.7618 2.9878
H 1.9169 -0.0515 3.2243
H 2.0581 -1.3399 4.4186
```

Output
Charge: +2
LUMO energy (spin up / spin down) (eV): -8.85 / -8.73
Kohn-Sham gap (spin up / spin down) (Eh): 0.224 / 0.208
HOMO level (spin up / spin down) (eV): -14.937 / -14.385

Atomic partial charges in e from the Löwdin method, atoms 1 to 4:
1 C -0.111
2 H 0.087
3 H 0.079
4 H 0.025

[2]
Below is a structure of composition C5H10O2, with properties calculated with ωB97M-V/def2-TZVPD.

Structure (XYZ):
```
17
Properties=species:S:1:pos:R:3
C 2.1441 1.0871 -0.6948
O 0.7731 0.8836 -0.4010
C 0.3724 -0.4059 -0.3246
C -0.0447 -1.5580 1.3608
O -1.1015 -1.8360 0.4710
C -1.1370 -0.6372 -0.2938
C -1.9437 0.4829 0.3473
H 2.7758 0.7539 0.1379
H 2.4388 0.5584 -1.6116
H 2.2687 2.1607 -0.8394
H 0.8773 -1.0839 -1.0335
H -0.3255 -0.6831 1.9706
H 0.9029 -1.1693 0.6959
H -1.5419 -0.8433 -1.2945
H -1.8519 1.4023 -0.2383
H -2.9953 0.1871 0.3823
H -1.6116 0.7008 1.3657
```

Output
Charge: 0
Energy relative to the best compared isomer or geometry (same formula, charge and spin) (kJ/mol): 598.14
LUMO energy (eV): 0.76
Kohn-Sham gap (Eh): 0.314
HOMO level (eV): -7.794

Atomic partial charges in e from the Löwdin method, atoms 1 to 4:
1 C -0.063
2 O -0.115
3 C -0.208
4 C -0.021

> Which formula does entry 2 have?

C5H10O2